No. 1
ORCA calculation (the ωB97M-V functional and the def2-TZVPD basis) on a structure of composition C6H13BO.

Calculated values
HOMO energy = -7.99 eV
E_tot = -336.389742 a.u.
frontier orbital gap = 8.6 eV
maximum force = 0.1095 hartree/bohr

Element x y z (Å)
1 B -0.544 2.053 -0.048
2 C 0.799 0.571 0.642
3 C -2.083 1.967 0.376
4 C -0.011 3.239 -0.916
5 C 0.904 -3.366 0.337
6 C 0.412 -0.831 0.286
7 C 1.562 -1.918 0.232
8 O 1.767 0.859 1.269
9 H -2.647 2.537 -0.230
10 H -2.279 2.199 1.378
11 H -2.358 0.823 0.292
12 H -0.660 4.006 -1.136
13 H 0.321 2.945 -1.975
14 H 0.679 3.729 -0.246
15 H 0.990 -3.748 -0.670
16 H -0.122 -3.286 0.783
17 H 1.420 -3.997 0.924
18 H -0.168 -0.965 -0.514
19 H -0.280 -1.047 1.102
20 H 2.204 -1.683 -0.597
21 H 2.297 -1.897 1.149



No. 2
ORCA calculation (the ωB97M-V functional and the def2-TZVPD basis) on a structure of composition C41H45N3O5PtS.

Calculated values
HOMO energy = -12.72 eV
E_tot = -2646.737606 a.u.
frontier orbital gap = 5.2 eV
maximum force = 0.0105 hartree/bohr
net charge = +2

Element x y z (Å)
1 Pt 0.198 1.103 -0.027
2 C -2.335 1.842 2.630
3 C -2.464 1.131 1.310
4 C -1.967 1.749 0.128
5 C -1.853 3.267 0.056
6 C -1.992 1.000 -1.087
7 C -1.471 1.658 -2.345
8 C -2.552 -0.289 -1.124
9 C -2.631 -1.020 -2.443
10 C -3.077 -0.844 0.042
11 C -3.622 -2.250 0.034
12 C -3.067 -0.117 1.245
13 C -3.708 -0.704 2.476
14 H -3.233 2.424 2.858
15 H -1.482 2.517 2.636
16 H -2.185 1.130 3.439
17 H -0.928 3.624 -0.400
18 H -1.921 3.720 1.039
19 H -2.680 3.658 -0.542
20 H -2.237 2.286 -2.809
21 H -1.153 0.920 -3.079
22 H -0.624 2.329 -2.137
23 H -1.675 -1.492 -2.695
24 H -2.892 -0.340 -3.255
25 H -3.387 -1.798 -2.430
26 H -4.694 -2.257 -0.181
27 H -3.482 -2.732 0.998
28 H -3.130 -2.870 -0.712
29 H -3.016 -1.350 3.026
30 H -4.579 -1.302 2.217
31 H -4.046 0.071 3.158
32 C 4.241 5.057 2.882
33 O 4.265 3.633 3.052
34 C 5.375 3.023 2.515
35 C 6.556 2.969 3.238
36 C 7.665 2.327 2.711
37 C 7.593 1.726 1.462
38 C 6.407 1.762 0.748
39 C 5.294 2.411 1.267
40 N 4.100 2.472 0.470
41 C 2.944 1.814 0.737
42 N 2.565 1.667 2.001
43 C 1.695 0.628 2.414
44 C 0.659 0.146 1.628
45 C -0.041 -0.992 2.019
46 C 0.246 -1.577 3.240
47 C 1.222 -1.050 4.082
48 C 1.958 0.046 3.665
49 O 2.961 0.631 4.357
50 C 3.279 0.099 5.642
51 N 2.187 1.320 -0.232
52 C 2.670 1.154 -1.546
53 C 2.894 -0.257 -2.022
54 C 3.988 -0.367 -3.048
55 C 4.075 0.594 -3.951
56 C 3.061 1.712 -3.895
57 C 2.751 2.116 -2.469
58 O 2.350 3.373 -2.176
59 C 2.924 4.472 -2.904
60 H 3.330 5.413 3.355
61 H 4.237 5.313 1.820
62 H 5.108 5.510 3.364
63 H 6.594 3.436 4.213
64 H 8.586 2.292 3.277
65 H 8.456 1.221 1.050
66 H 6.337 1.285 -0.223
67 H 4.258 2.635 -0.511
68 H 3.065 2.203 2.705
69 H -0.804 -1.411 1.380
70 H -0.298 -2.459 3.551
71 H 1.419 -1.514 5.036
72 H 4.091 0.709 6.023
73 H 3.607 -0.939 5.560
74 H 2.423 0.168 6.314
75 H 3.046 -0.916 -1.168
76 H 4.638 -1.231 -3.036
77 H 4.810 0.583 -4.744
78 H 3.440 2.568 -4.449
79 H 2.634 5.365 -2.361
80 H 2.527 4.529 -3.918
81 H 4.013 4.401 -2.931
82 O 0.141 0.863 -9.203
83 C 0.658 1.627 -8.236
84 O 0.933 2.773 -8.422
85 C 0.782 1.034 -6.847
86 C 1.608 1.659 -5.989
87 C 1.736 1.272 -4.565
88 C 1.148 -0.063 -4.216
89 S 1.351 -0.941 -2.788
90 C 0.217 -0.619 -5.122
91 C 0.050 -0.102 -6.376
92 H 0.087 -0.073 -8.978
93 H 2.128 2.551 -6.323
94 H 0.921 1.908 -4.135
95 H -0.303 -1.525 -4.837
96 H -0.661 -0.596 -7.030



No. 3
ORCA calculation (the ωB97M-V functional and the def2-TZVPD basis) on a cluster of 2 separate species, C5H10N5O in total.

Calculated values
HOMO energy = -14.58 eV
E_tot = -545.269315 a.u.
frontier orbital gap = 11.8 eV
maximum force = 0.0254 hartree/bohr
net charge = +1

Element x y z (Å)
1 C 3.301 0.176 -0.183
2 C -1.281 -1.723 0.423
3 C -1.330 -1.364 -1.074
4 C -1.164 0.536 0.097
5 C -1.206 1.986 0.358
6 N 2.842 -0.892 0.416
7 N 2.247 0.957 -0.505
8 N 1.533 -0.768 0.459
9 N 1.152 0.320 -0.080
10 N -1.240 -0.396 1.014
11 O -1.315 0.076 -1.106
12 H 4.325 0.405 -0.385
13 H -2.165 -2.267 0.762
14 H -0.379 -2.279 0.688
15 H -0.456 -1.720 -1.622
16 H -2.236 -1.700 -1.582
17 H -0.399 2.289 1.021
18 H -2.147 2.235 0.854
19 H -1.148 2.535 -0.577
20 H -1.135 -0.251 2.005
21 H 2.201 1.846 -0.983



No. 4
ORCA calculation (the ωB97M-V functional and the def2-TZVPD basis) on the molecule C19H31N3OS.

Calculated values
HOMO energy = -7.75 eV
E_tot = -1380.297679 a.u.
frontier orbital gap = 8.4 eV
maximum force = 0.0141 hartree/bohr
structure (SMILES) = CCN1CCN(CCCNC(=O)c2csc3c2CCCCC3)CC1

Element x y z (Å)
1 C -1.002 -4.118 0.061
2 H -0.407 -4.776 0.689
3 H -1.867 -4.663 -0.305
4 H -0.397 -3.819 -0.791
5 C -1.462 -2.908 0.871
6 N -2.412 -2.109 0.115
7 C -1.810 -1.255 -0.897
8 C -1.158 0.006 -0.308
9 N -2.064 0.792 0.522
10 C -2.671 -0.071 1.526
11 C -3.329 -1.323 0.923
12 H -4.158 -1.020 0.273
13 H -3.735 -1.952 1.717
14 H -1.873 -0.380 2.210
15 H -3.405 0.504 2.095
16 C -3.008 1.623 -0.215
17 H -3.566 1.057 -0.977
18 C -2.339 2.821 -0.900
19 H -3.115 3.393 -1.413
20 H -1.629 2.479 -1.653
21 C -1.605 3.747 0.077
22 N -0.555 3.048 0.780
23 C 0.697 2.951 0.263
24 O 1.110 3.662 -0.635
25 C 1.509 1.895 0.924
26 C 1.375 1.558 2.239
27 S 2.385 0.244 2.684
28 C 3.006 0.130 1.069
29 C 2.464 1.073 0.249
30 C 2.815 1.183 -1.200
31 H 2.280 2.035 -1.619
32 C 2.473 -0.086 -1.987
33 C 3.466 -1.231 -1.786
34 C 3.452 -1.856 -0.392
35 H 2.435 -2.164 -0.138
36 H 4.073 -2.755 -0.414
37 C 3.989 -0.927 0.703
38 H 4.225 -1.514 1.593
39 H 4.915 -0.462 0.352
40 H 3.236 -2.015 -2.513
41 H 4.475 -0.870 -2.004
42 H 1.470 -0.424 -1.715
43 H 2.459 0.165 -3.050
44 H 3.886 1.385 -1.298
45 H 0.761 2.022 2.985
46 H -0.899 2.248 1.299
47 H -1.144 4.572 -0.473
48 H -2.305 4.151 0.814
49 H -3.733 2.003 0.512
50 H -0.315 -0.284 0.329
51 H -0.768 0.632 -1.110
52 H -2.604 -0.969 -1.595
53 H -1.068 -1.827 -1.453
54 H -1.974 -3.266 1.767
55 H -0.579 -2.335 1.200



No. 5
ORCA calculation (the ωB97M-V functional and the def2-TZVPD basis) on the molecule C16H27NO2.

Calculated values
HOMO energy = -7.94 eV
E_tot = -831.056933 a.u.
frontier orbital gap = 8.8 eV
maximum force = 0.0092 hartree/bohr
structure (SMILES) = CCN(CC)CCCCCOc1ccccc1OC

Element x y z (Å)
1 C 4.176 0.296 -2.534
2 H 3.687 0.986 -1.851
3 H 5.033 0.804 -2.971
4 H 3.484 0.045 -3.333
5 C 4.655 -0.967 -1.805
6 N 3.653 -1.883 -1.305
7 C 2.833 -2.548 -2.298
8 C 3.653 -3.463 -3.205
9 H 4.256 -2.892 -3.907
10 H 4.310 -4.086 -2.604
11 H 2.986 -4.104 -3.776
12 H 2.257 -1.844 -2.922
13 H 2.115 -3.164 -1.749
14 C 2.942 -1.486 -0.110
15 H 3.655 -0.972 0.540
16 C 1.695 -0.601 -0.280
17 C 1.088 -0.246 1.074
18 C -0.173 0.601 0.927
19 C -0.757 0.983 2.290
20 O -1.916 1.778 2.184
21 C -3.101 1.201 1.842
22 C -3.333 -0.155 1.690
23 C -4.598 -0.625 1.362
24 C -5.639 0.258 1.181
25 C -5.426 1.623 1.329
26 C -4.172 2.107 1.656
27 O -3.857 3.423 1.823
28 C -4.876 4.377 1.664
29 H -5.686 4.229 2.386
30 H -5.289 4.363 0.649
31 H -4.405 5.342 1.846
32 H -6.252 2.300 1.183
33 H -6.624 -0.100 0.925
34 H -4.756 -1.687 1.250
35 H -2.535 -0.867 1.828
36 H -0.044 1.611 2.832
37 H -0.948 0.086 2.894
38 H 0.055 1.518 0.381
39 H -0.922 0.053 0.351
40 H 1.823 0.300 1.670
41 H 0.846 -1.166 1.614
42 H 1.953 0.317 -0.807
43 H 0.952 -1.131 -0.880
44 H 2.634 -2.407 0.403
45 H 5.272 -0.670 -0.952
46 H 5.296 -1.535 -2.484



No. 6
ORCA calculation (the ωB97M-V functional and the def2-TZVPD basis) on the molecule C19H27FN6O.

Calculated values
HOMO energy = -9.08 eV
E_tot = -1243.854299 a.u.
frontier orbital gap = 9.5 eV
maximum force = 0.0304 hartree/bohr
structure (SMILES) = CC(C)CCn1nnnc1[C@H](c1ccc(F)cc1)N1CCC(C(N)=O)CC1

Element x y z (Å)
1 C -0.115 -1.638 -3.173
2 H 0.789 -2.005 -2.693
3 H -0.922 -1.626 -2.447
4 H -0.382 -2.328 -3.971
5 C 0.118 -0.243 -3.747
6 C -1.124 0.239 -4.492
7 H -1.011 1.274 -4.806
8 H -1.286 -0.370 -5.379
9 H -2.006 0.154 -3.862
10 C 0.565 0.751 -2.667
11 H 0.912 1.667 -3.152
12 C -0.528 1.146 -1.669
13 N -0.006 2.139 -0.770
14 C 0.343 2.103 0.537
15 N 0.797 3.294 0.866
16 N 0.722 4.040 -0.226
17 N 0.250 3.378 -1.198
18 C 0.307 0.951 1.482
19 N -0.979 0.278 1.516
20 C -2.127 1.163 1.609
21 C -3.371 0.393 1.149
22 H -3.450 0.446 0.063
23 H -4.261 0.848 1.584
24 C -3.271 -1.083 1.552
25 C -2.638 -1.909 0.435
26 O -2.262 -1.453 -0.622
27 N -2.539 -3.229 0.707
28 H -2.899 -3.636 1.550
29 H -2.154 -3.841 0.006
30 C -2.450 -1.190 2.841
31 C -1.020 -0.696 2.598
32 H -0.622 -0.261 3.534
33 H -0.372 -1.533 2.323
34 H -2.421 -2.212 3.220
35 H -2.937 -0.575 3.600
36 H -4.273 -1.492 1.722
37 H -2.258 1.538 2.639
38 H -1.982 2.032 0.968
39 C 1.431 0.017 1.077
40 C 2.731 0.330 1.457
41 C 3.790 -0.478 1.085
42 C 3.528 -1.608 0.332
43 C 2.246 -1.937 -0.065
44 C 1.198 -1.112 0.302
45 H 0.194 -1.347 -0.011
46 H 2.079 -2.826 -0.655
47 F 4.552 -2.413 -0.025
48 H 4.803 -0.245 1.372
49 H 2.914 1.218 2.043
50 H 0.558 1.386 2.471
51 H -0.891 0.299 -1.090
52 H -1.362 1.608 -2.202
53 H 1.408 0.324 -2.117
54 H 0.943 -0.305 -4.466



No. 7
ORCA calculation (the ωB97M-V functional and the def2-TZVPD basis) on a structure of composition C9H11O2S.

Calculated values
HOMO energy = -3.30 eV
E_tot = -898.105676 a.u.
frontier orbital gap = 6.8 eV
maximum force = 0.0646 hartree/bohr
net charge = -1

Element x y z (Å)
1 C -3.470 0.055 0.406
2 C -2.999 0.889 -0.590
3 C -2.660 -0.943 0.948
4 C -1.638 0.673 -0.982
5 C -1.354 -1.146 0.479
6 C -0.894 -0.344 -0.483
7 C 2.579 0.657 -0.380
8 C 1.789 1.448 0.695
9 C 3.463 -0.357 0.255
10 O 0.892 -2.270 -0.923
11 O 0.656 -0.532 -2.684
12 S 0.856 -0.786 -1.231
13 H -4.459 -0.022 0.779
14 H -3.533 1.672 -1.015
15 H -3.063 -1.426 1.848
16 H -1.214 1.239 -1.806
17 H -0.781 -2.027 0.767
18 H 1.179 0.755 1.375
19 H 2.418 2.092 1.318
20 H 1.142 2.083 0.087
21 H 3.223 -0.642 1.266
22 H 4.469 0.137 0.330
23 H 3.400 -1.206 -0.463



No. 8
ORCA calculation (the ωB97M-V functional and the def2-TZVPD basis) on the molecule C3H4O.

Calculated values
HOMO energy (spin up / spin down) = -8.33 / -8.25 eV
E_tot = -191.752653 a.u.
frontier orbital gap (spin up / spin down) = 8.7 / 8.5 eV
maximum force = 0.0414 hartree/bohr

Element x y z (Å)
1 C 0.107 -0.319 0.747
2 C 0.240 -1.612 0.834
3 C -0.232 1.599 -0.933
4 O -0.380 0.591 -0.060
5 H 0.592 -2.056 1.748
6 H -0.003 -2.288 0.021
7 H -1.050 2.290 -0.972
8 H 0.726 1.795 -1.386



Question: Among the records above, which one has the lowest E_tot?
Answer: C41H45N3O5PtS